# C26H48OP2Pm

A structure of composition C26H48OP2Pm in a non-equilibrium geometry (ωB97M-V/def2-TZVPD, OMol25).

maximum force: 4.3 eV/A
<S²>: 6.009
orbital gap (spin up / spin down): 0.2615 / 0.2648 Ha
energy above the lowest of the compared OMol25 structures with the same formula, charge and spin: 0.0 kJ/mol
2S+1: 5
LUMO energy (spin up / spin down): -2.70 / -2.60 eV
charge: +1
highest occupied orbital energy (spin up / spin down): -9.815 / -9.801 eV

Last column: Mulliken spin population.
Positions of all 78 atoms, in Å:
Pm: -0.3314 0.4124 -0.4124  4.035
C: 2.0858 -0.6751 0.3589  0.013
C: 1.4313 -0.3146 1.5687  -0.018
C: 0.3247 -2.1278 0.6735  -0.018
C: 1.3983 -1.7936 -0.1923  -0.002
C: 0.3373 -1.2099 1.7660  -0.005
C: 3.3047 -0.0314 -0.2016  -0.002
H: 3.3262 1.0437 0.0094  0.001
H: 3.3564 -0.1752 -1.2851  -0.001
H: 4.2221 -0.4621 0.2290  0.000
C: 1.7413 -2.5308 -1.4338  0.001
H: 2.6615 -2.1430 -1.8866  0.000
H: 0.9294 -2.4430 -2.1718  0.000
H: 1.8882 -3.6035 -1.2352  0.000
C: -0.5930 -3.2708 0.4863  0.000
H: -0.0408 -4.2153 0.3659  -0.001
H: -1.2073 -3.1337 -0.4166  -0.001
H: -1.2642 -3.3833 1.3430  0.000
C: -0.5698 -1.2471 2.9373  0.000
H: -0.1591 -1.8729 3.7505  -0.001
H: -1.5437 -1.6686 2.6669  0.000
H: -0.7257 -0.2435 3.3563  0.000
C: 1.8686 0.7220 2.5329  0.006
H: 2.5055 0.2985 3.3254  -0.001
H: 1.0116 1.1918 3.0287  -0.001
H: 2.4578 1.5012 2.0349  -0.001
C: -1.2877 5.7897 -2.0269  0.000
C: -0.1172 6.0553 -1.4033  0.000
C: 0.0545 7.0499 -0.2957  0.000
C: -1.1390 7.1573 0.6795  0.000
C: -1.8281 5.8670 0.9891  0.000
C: -2.9670 5.4072 0.4121  0.000
C: -3.5625 5.9162 -0.8624  0.000
C: -2.5471 6.5731 -1.8349  0.000
H: 0.2372 8.0469 -0.7368  0.000
H: -1.8508 7.9064 0.3111  0.000
H: 0.9707 6.8210 0.2755  0.000
H: -2.3401 7.6045 -1.5103  0.000
H: -1.3393 5.0903 -2.8711  0.000
H: 0.8287 5.7245 -1.8530  0.000
H: -3.0460 6.6454 -2.8175  0.000
H: -4.0882 5.1038 -1.3934  0.000
H: -3.6402 4.7702 0.9952  0.000
H: -4.3482 6.6587 -0.6169  0.000
H: -0.7346 7.5489 1.6298  0.000
H: -1.4454 5.3940 1.8954  0.000
P: 0.6789 2.8488 -1.1480  0.011
C: 0.8073 3.3019 -2.9011  -0.001
C: 1.7182 3.9193 -0.1045  0.001
P: -2.0519 2.1800 0.8146  0.006
C: -1.1246 3.1954 -0.5845  -0.008
C: -1.9354 3.0247 2.4312  -0.001
C: -3.8062 2.2196 0.3141  0.000
H: 0.1820 2.6225 -3.5034  0.000
H: 1.8494 3.1726 -3.2308  0.000
H: 0.4929 4.3268 -3.1031  0.000
H: 1.2245 4.8728 0.1265  0.000
H: 2.6787 4.1203 -0.6040  0.000
H: 1.9309 3.4030 0.8461  -0.001
H: -4.1493 3.2080 -0.0023  0.000
H: -4.4101 1.8656 1.1600  0.000
H: -3.9550 1.5187 -0.5233  0.000
H: -1.7966 3.3008 -1.4524  0.002
H: -1.0365 4.1851 -0.1398  0.001
H: -2.2191 2.2924 3.2005  0.000
H: -2.5941 3.8916 2.5351  0.000
H: -0.8991 3.3313 2.6354  0.000
C: -3.2671 -1.9031 -2.4898  -0.001
C: -1.7796 -1.7514 -2.7332  -0.002
C: -1.4665 -1.2844 -4.1447  -0.001
O: -1.1965 -0.8769 -1.7908  -0.008
H: -3.7663 -0.9252 -2.5265  0.000
H: -3.4479 -2.3522 -1.5072  0.000
H: -3.6966 -2.5536 -3.2609  0.000
H: -1.3175 -2.7455 -2.6027  0.000
H: -1.8417 -0.2590 -4.2994  0.001
H: -0.3812 -1.2886 -4.3183  0.000
H: -1.9466 -1.9585 -4.8658  0.000